This record from OMol25 describes a molecular structure, C27H64ClN9NbO10. The level of theory is wB97M-V/def2-TZVPD.

Element x y z (Å)
Nb1 -0.31 1.71 0.67
Cl1 -2.03 -0.12 0.51
O1 -4.00 -0.10 -3.58
O2 -4.00 -3.89 -6.74
O3 1.41 -6.77 -0.39
O4 2.24 -0.42 0.09
O5 5.31 0.39 1.27
O6 1.09 0.40 1.59
O7 -3.48 6.74 1.61
O8 3.69 -5.69 3.58
O9 -1.03 3.91 5.16
O10 -0.12 4.95 -3.14
N1 1.17 -4.68 0.48
N2 5.06 -4.11 4.47
N3 -4.71 -3.50 -8.86
N4 -0.40 1.86 5.93
N5 2.28 0.44 0.93
N6 -3.92 -2.35 -3.24
N7 -3.86 7.59 3.68
N8 1.11 3.33 -4.15
N9 6.04 -1.62 0.46
C1 4.76 -5.37 4.06
C2 -2.17 4.26 0.61
C3 -4.43 -4.28 -7.81
C4 -2.72 8.49 3.59
C5 -5.23 -4.03 -10.10
C6 -1.64 3.20 -0.35
C7 -4.12 6.78 2.63
C8 -4.66 7.59 4.88
C9 1.47 -5.11 1.84
C10 7.14 -1.67 1.40
C11 -3.94 -1.24 -4.00
C12 5.86 -2.70 -0.48
C13 -1.22 2.71 5.29
C14 -3.96 -2.23 -1.79
C15 2.27 3.59 -3.31
C16 0.87 -3.27 0.26
C17 1.19 2.30 -5.16
C18 4.06 -3.07 4.32
C19 -4.49 -2.06 -8.74
C20 0.00 4.07 -3.96
C21 -1.41 4.59 1.72
C22 0.83 2.37 6.51
C23 1.17 -5.58 -0.51
C24 -0.70 0.45 6.04
C25 -3.86 -3.67 -3.84
C26 5.20 -0.54 0.50
C27 6.35 -3.78 5.04
H1 -2.85 9.16 2.74
H2 -3.83 -3.60 -4.93
H3 3.09 2.93 -3.57
H4 -4.74 -4.25 -3.54
H5 -0.76 0.17 7.10
H6 -4.87 -1.71 -1.49
H7 -3.12 4.78 0.42
H8 -0.82 3.80 -4.65
H9 -1.81 7.91 3.44
H10 4.45 -2.12 4.69
H11 0.09 -0.14 5.57
H12 5.70 -3.64 0.06
H13 -2.48 2.77 -0.92
H14 1.73 -2.68 0.58
H15 7.79 -0.80 1.26
H16 2.58 4.63 -3.43
H17 2.00 3.43 -2.26
H18 1.44 2.83 5.73
H19 -5.47 6.87 4.80
H20 -0.41 5.03 1.69
H21 6.22 -3.39 6.05
H22 1.38 1.57 6.98
H23 0.67 -3.08 -0.79
H24 3.78 -2.97 3.27
H25 -2.63 9.08 4.50
H26 -4.54 -3.80 -10.92
H27 2.00 2.53 -5.86
H28 -3.43 -1.88 -8.52
H29 -6.21 -3.58 -10.32
H30 -5.00 6.13 2.80
H31 -4.76 -1.57 -9.67
H32 1.40 1.34 -4.68
H33 -5.08 -1.66 -7.92
H34 5.58 -6.08 4.21
H35 0.37 1.22 -0.96
H36 6.84 -3.02 4.42
H37 -4.64 -5.35 -7.99
H38 -1.82 4.32 2.70
H39 -4.04 7.33 5.74
H40 0.93 -5.14 -1.49
H41 -3.90 -1.45 -5.08
H42 6.99 -4.66 5.08
H43 4.40 -0.60 -0.25
H44 -0.97 2.03 2.34
H45 -3.11 -1.65 -1.43
H46 -5.35 -5.11 -10.04
H47 -5.09 8.58 5.04
H48 0.75 -5.87 2.15
H49 6.75 -1.65 2.42
H50 2.46 -5.55 1.86
H51 0.25 2.23 -5.70
H52 6.74 -2.79 -1.11
H53 7.71 -2.58 1.25
H54 0.00 -2.98 0.85
H55 -1.64 0.22 5.55
H56 0.94 3.01 0.79
H57 -2.12 2.22 4.88
H58 1.43 -4.27 2.52
H59 0.59 3.14 7.25
H60 4.99 -2.51 -1.11
H61 3.16 -3.33 4.89
H62 -1.01 3.74 -1.09
H63 -3.94 -3.22 -1.34
H64 -2.95 -4.18 -3.50

Output
molar mass	803.221	g/mol
frontier orbital gap	5.25	eV
E_tot	-76988.159	eV
charge	-1
HOMO energy	-3.464	eV



This record from OMol25 describes a molecular structure, C27H64NOSi7TeV. The level of theory is wB97M-V/def2-TZVPD.

Element x y z (Å)
Te1 0.33 -0.98 -2.65
V1 -0.43 -0.54 -0.24
Si1 -2.83 -2.02 0.55
Si2 -3.51 0.56 -1.09
Si3 0.42 -3.18 -3.96
Si4 -0.87 -5.04 -3.36
Si5 2.75 -3.59 -3.79
Si6 -0.05 -2.39 -6.14
Si7 -2.22 0.80 1.83
O1 0.71 0.65 0.18
N1 -0.07 -2.37 0.61
C1 1.22 -4.08 1.60
C2 -0.61 -5.37 -1.52
C3 -4.07 -2.29 1.91
C4 -2.30 -0.23 0.18
C5 -0.21 -6.51 -4.32
C6 -1.22 -2.92 1.08
C7 -3.35 -2.95 -0.97
C8 -3.32 2.42 -1.08
C9 0.74 -0.72 -6.43
C10 3.29 -5.20 -4.61
C11 0.07 -4.64 2.14
C12 -1.15 -4.05 1.88
C13 -1.21 -0.19 3.07
C14 1.11 -2.93 0.85
C15 3.05 0.44 -0.41
C16 -3.27 0.00 -2.86
C17 0.68 -3.66 -7.32
C18 -1.90 -2.23 -6.39
C19 -5.28 0.14 -0.60
C20 -3.91 1.12 2.57
C21 -2.67 -4.89 -3.84
C22 3.23 -3.63 -1.98
C23 2.05 1.10 0.53
C24 2.30 0.71 1.97
C25 2.08 2.61 0.36
C26 3.65 -2.17 -4.62
C27 -1.41 2.48 1.61
H1 -0.76 -7.41 -4.04
H2 4.06 0.79 -0.15
H3 2.20 -4.52 1.77
H4 -0.55 -4.45 -0.95
H5 2.86 -5.33 -5.60
H6 2.71 -4.42 -1.43
H7 -3.28 -5.62 -3.30
H8 -1.41 -5.99 -1.10
H9 3.03 -0.65 -0.32
H10 -5.52 0.48 0.41
H11 1.98 -2.45 0.41
H12 4.31 -3.80 -1.87
H13 -3.74 1.55 3.56
H14 0.51 -0.39 -7.45
H15 -5.95 0.65 -1.29
H16 -3.75 -1.92 2.89
H17 -2.45 -3.12 -6.07
H18 3.30 1.03 2.27
H19 -2.16 3.27 1.62
H20 -4.28 -2.59 -1.42
H21 -2.29 2.73 -1.28
H22 0.28 -4.66 -7.14
H23 -5.02 -1.82 1.66
H24 1.76 -3.70 -7.22
H25 -2.57 -2.88 -1.73
H26 0.13 -5.53 2.76
H27 0.35 0.03 -5.74
H28 1.39 3.10 1.04
H29 -4.25 -3.37 2.00
H30 -4.46 1.86 1.98
H31 -2.13 -2.07 -7.45
H32 -0.73 2.66 2.45
H33 2.23 -0.37 2.10
H34 -1.66 -1.16 3.31
H35 -0.18 -0.37 2.74
H36 0.85 -6.69 -4.15
H37 -0.35 -6.36 -5.40
H38 2.85 0.70 -1.44
H39 3.49 -2.18 -5.70
H40 -0.84 2.57 0.69
H41 0.45 -3.38 -8.35
H42 -2.76 -5.12 -4.91
H43 0.33 -5.91 -1.38
H44 -2.29 -1.38 -5.83
H45 -2.39 0.47 -3.31
H46 3.09 2.98 0.56
H47 2.99 -2.67 -1.52
H48 4.38 -5.19 -4.71
H49 1.58 1.19 2.63
H50 1.81 2.89 -0.66
H51 -2.06 -4.47 2.29
H52 -3.64 2.88 -0.15
H53 -5.50 -0.93 -0.66
H54 -3.95 2.83 -1.88
H55 4.73 -2.26 -4.45
H56 3.02 -6.07 -4.01
H57 -3.17 -1.08 -2.98
H58 3.32 -1.20 -4.24
H59 -4.15 0.32 -3.42
H60 -3.11 -3.90 -3.68
H61 1.82 -0.75 -6.32
H62 -3.48 -4.01 -0.73
H63 -1.15 0.38 4.01
H64 -4.53 0.24 2.68

Output
molar mass	793.961	g/mol
frontier orbital gap (spin up / spin down)	6.44 / 6.80	eV
E_tot	-120701.689	eV
charge	+1
relative energy (zero: lowest compared OMol25 entry of this formula, charge and spin)	2.2	kcal/mol
HOMO energy (spin up / spin down)	-10.092 / -10.187	eV
2S+1	2